# C2H3N3S

One molecule with the formula C2H3N3S (ωB97M-V/def2-TZVPD, OMol25).

The calculation puts the energy relative to the best compared isomer or geometry (same formula, charge and spin) at 44.8 kcal per mole. Its structure (SMILES) is SC1=NCN=N1. The LUMO energy is -0.9 eV. Its spin multiplicity is 1. The calculated total energy is -640.38830 hartree. As for the orbital gap: 8.731 eV.

Last columns: bonded neighbours and bond lengths (Å).
CARTESIAN COORDINATES (ANGSTROEM)
1 S -1.069 -0.507 2.304  C2 1.772, H7 1.378
2 C -0.630 -0.233 0.610  S1 1.772, N3 1.335, N6 1.373
3 N 0.657 -0.298 0.262  C2 1.335, C4 1.487
4 C 0.648 0.260 -1.116  N3 1.487, N5 1.480, H8 1.124, H9 1.193
5 N -0.741 0.722 -1.327  C4 1.480, N6 1.319
6 N -1.481 0.335 -0.305  C2 1.373, N5 1.319
7 H 0.247 -0.849 2.535  S1 1.378
8 H 0.903 -0.558 -1.844  C4 1.124
9 H 1.466 1.128 -1.118  C4 1.193